A | 43
Properties=species:S:1:pos:R:3:lowdin_charge:R:1 method="wB97M-V/def2-TZVPD" homo_ev="-15.24 / -14.92" spin_multiplicity=6 total_charge=+2 orbital_gap_ev="6.7 / 5.3"
I -1.651 0.661 -4.129 0.22
I -2.132 -1.243 -1.012 0.76
Fe -0.180 -0.147 0.016 -0.51
P 1.384 -1.461 -0.895 0.68
C 1.213 -3.148 -0.156 -0.21
C 1.064 -1.762 -2.679 -0.27
H 1.827 -2.455 -3.060 0.07
H 3.694 -2.184 -1.394 0.08
H 1.112 -0.803 -3.208 0.02
H 3.517 -0.417 -1.501 0.07
H 0.196 -3.536 -0.319 0.05
H 0.054 -2.150 -2.847 0.00
C 3.222 -1.305 -0.924 -0.27
H 1.955 -3.804 -0.647 0.08
H 3.613 -1.197 0.095 0.03
H 1.410 -3.113 0.926 0.04
P -1.208 1.752 0.578 0.67
C -2.405 1.366 1.931 -0.21
C -0.544 3.356 1.184 -0.27
H -1.675 2.582 -1.642 0.01
H -2.834 3.223 -0.407 0.07
H -2.982 1.562 -1.116 -0.01
C -2.294 2.340 -0.773 -0.29
H 0.124 3.788 0.427 0.06
H -1.362 4.072 1.365 0.08
H -2.960 2.296 2.145 0.08
H -1.866 1.034 2.831 0.06
H 0.028 3.230 2.111 0.02
H -3.098 0.574 1.613 0.05
C -0.719 -1.206 1.416 -0.42
O -0.991 -1.839 2.360 0.16
Te 1.702 0.836 1.252 1.41
C 1.731 0.140 3.325 -0.49
C 2.049 -1.188 3.631 -0.13
C 2.030 -1.608 4.983 -0.03
C 1.733 -0.700 6.012 -0.03
C 1.483 0.639 5.690 -0.04
C 1.492 1.072 4.354 -0.13
H 2.302 -1.879 2.825 0.09
H 2.243 -2.644 5.229 0.12
H 1.720 -1.029 7.049 0.13
H 1.277 1.355 6.494 0.13
H 1.307 2.120 4.087 0.10



B | 43
Properties=species:S:1:pos:R:3:lowdin_charge:R:1 method="wB97M-V/def2-TZVPD" homo_ev="-12.66 / -14.37" spin_multiplicity=6 total_charge=+2 orbital_gap_ev="4.1 / 5.3"
I 0.224 -1.032 -6.037 0.12
I -0.420 1.482 -5.268 0.04
Fe -0.078 -0.393 -1.075 -0.17
P -2.218 -0.508 -1.155 0.72
C -3.292 0.964 -0.775 -0.21
C -2.945 -1.006 -2.775 -0.22
H -4.032 -1.130 -2.651 0.07
H -4.192 -1.774 -0.244 0.08
H -2.489 -1.960 -3.070 0.05
H -2.645 -2.759 -0.241 0.05
H -3.058 1.750 -1.507 0.06
H -2.704 -0.246 -3.529 0.01
C -3.096 -1.767 -0.040 -0.27
H -4.352 0.665 -0.856 0.07
H -2.895 -1.481 1.016 0.01
H -3.075 1.334 0.238 0.05
P 2.064 -0.437 -1.148 0.73
C 3.082 1.070 -0.757 -0.21
C 2.980 -1.662 -0.031 -0.27
H 2.390 -1.874 -3.066 0.05
H 3.904 -0.991 -2.636 0.07
H 2.552 -0.158 -3.523 0.03
C 2.814 -0.907 -2.766 -0.23
H 2.554 -2.664 -0.227 0.05
H 4.072 -1.637 -0.241 0.08
H 4.153 0.813 -0.832 0.07
H 2.841 1.419 0.258 0.06
H 2.779 -1.375 1.024 0.00
H 2.824 1.854 -1.484 0.06
C -0.103 1.361 -0.787 -0.22
O -0.129 2.420 -0.281 0.18
Te -0.034 -1.321 1.141 1.44
C 0.122 0.030 2.734 -0.56
C -0.973 0.855 3.019 -0.14
C -0.857 1.819 4.032 -0.04
C 0.326 1.884 4.785 -0.03
C 1.390 1.002 4.549 -0.04
C 1.276 0.042 3.531 -0.13
H -1.882 0.755 2.418 0.09
H -1.675 2.517 4.219 0.12
H 0.414 2.645 5.578 0.13
H 2.303 1.077 5.145 0.13
H 2.076 -0.677 3.314 0.10



Stability ranking, top entry: A; the second entry is 50.3 kcal/mol less favorable.